Density functional theory data (ωB97M-V/def2-TZVPD) for a 2-piece molecular cluster, C5H14S overall in a non-equilibrium geometry.

The energy relative to the best compared isomer or geometry (same formula, charge and spin) is 34.8 kcal/mol. Its SMILES is CCC.CSC. Its spin multiplicity is 1.

Each line ends with the natural charge from an NBO analysis.
Cartesian coordinates (Å):
C: 3.12536 -1.64518 -0.14470  -0.79
S: 1.44060 -0.88298 -0.13439  0.17
C: 1.94260 0.88969 -0.08609  -0.75
H: 3.88885 -1.19657 -0.86279  0.22
H: 3.69993 -1.78540 0.77592  0.21
H: 3.23107 -2.64532 -0.68453  0.24
H: 1.38791 1.26192 0.83936  0.23
H: 1.76927 1.32027 -1.07769  0.23
H: 2.95490 0.94709 0.31325  0.23
C: -1.98835 -0.26077 1.15752  -0.63
C: -1.61302 0.52395 -0.07200  -0.41
C: -2.74232 0.94319 -0.92511  -0.60
H: -1.08590 -0.72095 1.57159  0.22
H: -2.44549 0.31790 1.98951  0.20
H: -2.63628 -1.23042 1.13905  0.21
H: -0.93775 1.35083 0.14111  0.20
H: -1.01373 -0.25295 -0.61819  0.20
H: -2.24172 1.46336 -1.75872  0.21
H: -3.36187 1.58537 -0.30636  0.20
H: -3.37405 0.01697 -1.25676  0.20

Cartesian forces, eV/Å:
1.9 -1.2 -2.3
1.9 -0.5 0.0
-0.8 -0.7 2.1
-1.3 0.6 0.9
-0.7 0.3 0.3
-1.3 0.7 1.0
0.1 0.3 -1.9
0.1 0.4 0.7
0.2 0.0 -0.8
-0.7 -1.6 2.4
0.9 -2.8 -0.2
-0.9 -1.0 -0.8
0.2 0.4 0.2
0.2 0.0 -0.6
0.6 1.9 -1.1
-0.1 0.0 0.3
-0.2 1.0 -0.1
-1.1 0.0 -0.1
-0.4 0.4 -0.5
1.1 1.8 0.4


Density functional theory data (ωB97M-V/def2-TZVPD) for a 2-piece molecular cluster, C5H14S overall in a non-equilibrium geometry.

The energy relative to the best compared isomer or geometry (same formula, charge and spin) is 25.9 kcal/mol. Its SMILES is CCC.CSC. Its spin multiplicity is 1.

Each line ends with the natural charge from an NBO analysis.
Cartesian coordinates (Å):
C: -1.36138 2.17531 -1.10520  -0.41
C: -1.39202 2.84715 -2.49504  -0.61
C: -2.56997 1.65768 -0.36802  -0.60
H: -0.85639 2.81461 -0.37552  0.19
H: -0.61085 1.35249 -1.11329  0.20
H: -1.50378 3.92599 -2.48255  0.21
H: -0.54807 2.51493 -3.08453  0.21
H: -2.38066 1.16736 0.59393  0.22
H: -2.26467 2.35943 -2.94536  0.20
H: -3.18485 0.96801 -0.95489  0.20
H: -3.22283 2.52715 -0.16514  0.19
C: 1.04807 -3.08255 1.10595  -0.76
C: 1.95191 -0.76385 1.92613  -0.72
S: 1.23595 -1.43523 0.35489  0.17
H: 1.21612 -3.19126 2.17270  0.22
H: -0.04002 -3.25407 1.16156  0.22
H: 1.60637 -3.82242 0.51438  0.23
H: 2.08744 0.31267 1.86438  0.22
H: 2.87690 -1.28011 2.20362  0.21
H: 1.42505 -1.07204 2.81580  0.21

Cartesian forces, eV/Å:
2.8 -0.5 1.2
-1.4 -1.6 0.7
-1.7 0.8 -0.5
0.0 0.5 -0.1
-0.5 0.2 -0.5
0.0 0.0 0.0
0.3 0.3 0.0
0.4 0.2 -0.3
0.0 0.6 -0.5
0.1 0.0 -0.1
0.0 -0.4 0.1
-1.4 -0.5 -0.5
0.6 -0.3 -0.2
0.7 0.1 2.0
1.1 0.5 0.0
0.3 -0.5 -0.9
-0.5 0.1 0.4
0.0 -0.1 0.1
0.5 0.4 -0.9
-1.3 0.5 0.0


Density functional theory data (ωB97M-V/def2-TZVPD) for a 2-piece molecular cluster, C5H14S2 overall.

The energy relative to the best compared isomer or geometry (same formula, charge and spin) is 13.4 kcal/mol. Its SMILES is CCSC.CSC. Its spin multiplicity is 1.

Each line ends with the natural charge from an NBO analysis.
Cartesian coordinates (Å):
C: 0.36099 0.99779 1.15874  -0.52
C: 1.40011 0.75855 0.07282  -0.63
C: -1.09517 2.65259 2.84024  -0.75
S: 0.53718 2.55373 2.08896  0.18
H: -0.64730 1.01815 0.74951  0.21
H: 0.37608 0.18296 1.88711  0.20
H: 1.72167 -0.28092 0.07793  0.21
H: 2.29188 1.36896 0.19874  0.22
H: -1.05962 2.31007 3.86783  0.21
H: -1.41642 3.69098 2.83741  0.23
H: -1.85012 2.08276 2.31414  0.22
H: 0.99066 0.96966 -0.91094  0.22
C: -1.32283 -1.94007 -1.11744  -0.75
C: 0.93988 -2.09100 -2.70570  -0.75
S: -0.65133 -1.27234 -2.64934  0.20
H: -0.85735 -1.49988 -0.24373  0.21
H: -2.38664 -1.72166 -1.13671  0.23
H: -1.20971 -3.02306 -1.06226  0.22
H: 0.85293 -3.14328 -2.93878  0.21
H: 1.54067 -1.98637 -1.80708  0.21
H: 1.48442 -1.62763 -3.52146  0.23

Cartesian forces, eV/Å:
-0.4 -0.3 0.6
0.1 0.2 -0.1
0.0 0.2 0.3
0.2 0.0 -0.5
0.0 0.0 -0.2
0.1 0.0 0.0
0.0 -0.1 0.0
0.1 0.1 0.1
-0.1 -0.1 0.2
0.0 0.1 0.0
0.0 -0.2 -0.3
0.0 0.1 -0.1
0.0 -0.3 -0.2
0.3 0.0 -0.2
-0.1 0.0 0.1
0.0 0.2 0.2
-0.1 0.1 0.2
0.0 0.0 -0.1
-0.2 -0.3 0.0
-0.1 0.2 0.2
0.1 0.1 -0.1


Density functional theory data (ωB97M-V/def2-TZVPD) for C5H15BBrCl2InN2O2P as an isolated structure.

Its total charge is -1. Its spin multiplicity is 1.

Each line ends with the Löwdin charge.
Cartesian coordinates (Å):
C: 4.39376 -0.61135 0.69207  -0.17
C: 2.90806 -0.68247 0.29904  -0.85
Cl: 2.71443 -1.97479 -0.92677  0.59
C: 2.33988 0.62936 -0.18881  -0.80
Cl: 3.37393 1.23557 -1.55787  0.47
In: 0.19283 0.59323 -0.88216  0.24
Br: 0.10777 0.70786 -3.51255  -0.12
B: -1.07683 -1.20527 -0.18942  -0.63
O: -0.57101 -2.50219 -0.21118  0.03
N: -2.46012 -0.94510 0.25988  -0.20
C: -3.47642 -1.51118 -0.61418  -0.11
C: -2.67169 -1.29032 1.65913  -0.11
P: -0.94240 2.69320 0.07882  0.60
N: -1.05343 3.85907 -1.21820  -0.28
O: 0.19735 3.37527 1.13496  -0.46
H: 4.70061 0.41119 0.86566  0.06
H: 4.58871 -1.18191 1.59614  0.06
H: 5.01723 -1.02461 -0.08385  0.04
H: 2.36588 -0.96602 1.19201  0.09
H: 2.44833 1.33036 0.62690  0.03
H: -0.90454 -3.01077 -0.97097  0.10
H: -3.36979 -2.58572 -0.79174  0.08
H: -4.45206 -1.28718 -0.19783  0.08
H: -3.42866 -1.00980 -1.57673  0.08
H: -3.13077 -2.26965 1.79218  0.08
H: -1.74880 -1.24802 2.22657  0.08
H: -3.34810 -0.56400 2.10835  0.08
H: -0.39322 3.64450 -1.95507  -0.03
H: -1.99538 3.80362 -1.58114  -0.01
H: -0.32555 3.58709 1.92674  -0.01

Cartesian forces, eV/Å:
-0.1 -0.2 0.1
0.8 0.6 0.1
-0.2 -0.3 0.0
-0.3 -0.5 -0.7
0.1 0.2 0.2
0.3 0.0 0.4
-0.1 0.0 0.3
0.4 0.4 -0.1
-0.3 -0.2 -0.6
0.0 -0.4 -0.1
0.3 0.6 0.0
-0.3 0.3 -0.2
-0.4 0.1 -0.1
0.4 -0.5 0.4
-0.4 -0.1 0.3
0.0 0.3 0.0
0.0 -0.2 0.1
0.2 0.0 -0.3
-0.5 -0.2 0.0
0.0 0.4 0.1
0.1 0.0 0.5
-0.2 -0.3 0.1
-0.3 -0.2 0.1
0.0 0.0 -0.3
0.1 -0.4 0.0
0.3 -0.1 0.1
-0.2 0.1 0.1
-0.2 0.1 -0.3
0.0 0.2 -0.1
0.5 0.1 -0.4


Density functional theory data (ωB97M-V/def2-TZVPD) for a 2-piece molecular cluster, C5H15BBrNO7P overall in a non-equilibrium geometry.

Its total charge is -1. Its spin multiplicity is 1.

Each line ends with the natural charge from an NBO analysis.
Cartesian coordinates (Å):
N: -3.24642 3.91657 0.89872  -0.89
C: -3.75712 2.52101 1.26310  0.38
Br: -5.37923 2.82413 2.40072  -0.11
C: -2.63610 1.40847 1.70351  -0.14
O: -3.04256 0.09113 1.12293  -0.72
B: -3.66974 0.50837 -0.14642  0.82
O: -2.84558 0.71285 -1.35431  -0.97
O: -4.29553 1.82653 0.07602  -0.74
H: -2.33848 3.72235 0.38240  0.36
H: -3.89882 4.41048 0.24896  0.38
H: -1.72207 1.68741 0.99359  0.16
H: -2.16792 1.42677 2.77610  0.19
H: -4.38122 -0.39567 -0.38598  -0.17
H: -1.86383 0.60108 -1.16916  0.45
C: 4.94565 -2.32281 -0.61525  -0.26
O: 3.98028 -1.52934 -1.28450  -0.70
P: 2.56298 -1.18296 -0.35503  2.21
O: 2.15304 -2.66164 -0.40759  -1.00
O: 1.89923 -0.38414 -1.63220  -0.79
C: 1.89730 -0.99506 -2.90909  -0.25
O: 1.14560 -0.83665 0.57458  -0.62
C: 1.31753 -1.04773 1.96235  -0.28
H: 5.90604 -2.20142 -1.12170  0.18
H: 5.04704 -2.00273 0.42441  0.17
H: 4.65570 -3.37683 -0.65763  0.20
H: 1.89705 -2.08774 -2.84570  0.20
H: 2.77383 -0.65965 -3.47074  0.17
H: 0.99822 -0.67979 -3.44677  0.20
H: 2.16021 -0.45412 2.32660  0.16
H: 1.49509 -2.10677 2.16596  0.19
H: 0.40984 -0.73210 2.48210  0.22

Cartesian forces, eV/Å:
0.9 -1.9 0.0
-0.2 -1.6 -3.9
0.5 -0.1 0.3
1.8 0.1 -1.6
1.0 3.3 2.1
0.0 -0.3 -0.5
3.0 -0.4 0.2
0.4 2.2 2.9
-1.6 0.4 0.6
0.6 -1.1 0.7
-1.5 0.1 1.5
-1.6 -0.3 -1.8
-1.3 -0.6 -0.4
-1.9 0.1 -0.3
0.3 -0.4 -0.1
0.6 2.8 2.1
-5.8 -5.8 -6.1
1.3 0.4 1.3
0.5 0.5 1.8
0.3 -0.1 -0.7
2.8 2.6 0.3
-0.1 -0.1 0.7
-0.1 0.1 0.0
0.2 -0.2 0.0
-0.1 0.2 0.1
0.0 0.1 0.2
-0.1 -0.1 0.0
0.1 0.1 0.3
-0.2 0.0 0.3
0.0 0.0 0.0
0.1 0.0 -0.2


| no. | HOMO (eV) | gap between HOMO and LUMO (eV) |
| --- | --- | --- |
| 1 | -8.7 | 9.667 |
| 2 | -8.6 | 9.544 |
| 3 | -8.4 | 9.263 |
| 4 | -3.8 | 6.622 |
| 5 | -4.7 | 3.871 |